1.
Formula: H34O17
Source: OMol25
Level of theory: the ωB97M-V functional and the def2-TZVPD basis

```
51
Properties=species:S:1:pos:R:3:mulliken_charge:R:1
O 1.0719 2.6054 -4.9376 -0.6331
H 1.3102 3.1290 -4.1697 0.3168
H 1.8681 2.1995 -5.2849 0.2872
O -2.3381 -2.6266 0.5552 -0.5544
H -2.6695 -3.3736 1.0599 0.2945
H -2.0295 -2.9828 -0.2850 0.2717
O -3.1470 2.6934 1.3515 -0.5640
H -3.0255 2.0934 2.0812 0.2321
H -3.2353 3.5993 1.6518 0.3312
O -0.8511 4.0039 1.0163 -0.6326
H -1.5705 4.0758 0.3848 0.3255
H -0.3405 3.2571 0.6808 0.3797
O -2.4832 -1.9929 3.7050 -0.6099
H -2.5528 -1.3397 4.4024 0.2798
H -2.4821 -1.5212 2.8690 0.2927
O -1.4005 -4.4647 -2.1094 -0.6151
H -0.6685 -3.9992 -2.5413 0.3509
H -1.6135 -5.1864 -2.7074 0.3049
O 2.7714 -2.2445 3.2584 -0.6613
H 1.8904 -1.8391 3.3043 0.3237
H 2.6070 -3.0022 3.8358 0.3044
O 1.4927 5.1729 -1.6881 -0.5860
H 2.3892 5.3891 -1.9540 0.2948
H 0.9577 5.1594 -2.4862 0.3017
O 2.9928 -3.2530 0.3132 -0.6196
H 2.6791 -3.4193 1.2079 0.3250
H 2.9034 -2.2971 0.2370 0.3616
O 2.8236 0.8416 -3.4652 -0.5902
H 2.3149 0.7235 -2.6637 0.3055
H 3.7774 0.8201 -3.4167 0.2946
O -4.7043 1.1953 3.5758 -0.5927
H -4.6048 0.3328 3.9925 0.3191
H -3.9819 1.2384 2.9444 0.3027
O -0.8088 -0.9321 -1.8358 -0.6694
H -1.3784 -1.6894 -2.0060 0.2272
H -0.1184 -1.3372 -1.3061 0.2831
O 0.6498 1.6079 0.8389 -0.6091
H 0.8008 0.6590 0.7638 0.1381
H 1.2890 1.7954 1.5347 0.3298
O 3.1138 -0.1979 1.4915 -0.5724
H 2.5126 -0.9423 1.6160 0.1980
H 3.5728 -0.3561 2.3293 0.3445
O -0.6428 1.6646 -2.8985 -0.5560
H -0.2418 1.5868 -3.7717 0.3553
H -0.5316 0.8528 -2.3899 0.3260
O -0.8235 0.1973 2.9970 -0.5513
H -0.9011 -0.0549 2.0728 0.3073
H -0.5591 1.1241 2.9311 0.2900
O 0.9804 -2.7745 -2.3025 -0.5772
H 1.6593 -2.6376 -2.9721 0.2543
H 1.2757 -3.5532 -1.8109 0.3407
```

Calculated values
largest force on an atom = 1.52 eV Å⁻¹
E_HOMO = -9.94 eV
E_tot = -1299.4072 Eh
energy above the lowest of the compared OMol25 structures with the same formula, charge and spin = 3.3403 eV

---

2.
Formula: H35O18
Source: OMol25
Level of theory: the ωB97M-V functional and the def2-TZVPD basis

```
53
Properties=species:S:1:pos:R:3:mulliken_charge:R:1
O -1.5796 -0.6396 0.2406 -0.5894
H -1.1104 -2.4290 -2.5085 0.1512
H -5.4725 -2.3477 0.0024 0.2888
O 2.6430 -1.1447 3.1347 -0.6501
H -4.3407 0.5872 1.6796 0.3276
O 4.3250 -1.2870 0.2434 -0.4401
H 5.1937 -1.1120 0.5068 0.2723
H 4.4546 -1.8532 -0.5887 0.2167
O -2.3281 -4.0654 0.3639 -0.6235
H 0.8390 1.0306 2.2053 0.3231
H -1.9221 -3.8646 -0.4323 0.3221
O -4.1693 0.7546 -3.0505 -0.6887
H -3.6518 0.2377 -3.6281 0.2783
H -1.6941 -1.3476 0.8575 0.1772
O 4.7314 1.1255 -1.5894 -0.6339
H 3.0123 -1.3654 -2.1797 0.2540
H 4.0815 1.0785 -0.8784 0.3273
O -1.8170 -2.1903 -1.8819 -0.7808
H 0.1376 -0.9969 3.5210 0.2072
H -1.6714 -1.3743 -0.8737 0.2367
O 2.3878 -0.7294 -2.0249 -0.5950
H 5.6115 -0.1898 3.0898 0.2235
H -0.5110 -1.1477 2.1465 0.2305
O 1.9995 5.7135 -1.9743 -0.6589
H 2.6120 4.9710 -1.6589 0.3303
H 1.0820 5.4426 -1.7222 0.3087
O -0.5909 0.4885 -1.6817 -0.5919
H -0.9540 -0.1975 -2.0726 0.2727
H 2.4959 -1.8122 3.8053 0.2467
O -0.0537 -0.4756 2.7021 -0.5989
H 1.2213 5.1872 1.3200 0.2441
H 2.0891 -0.7799 -1.2033 0.2748
O 1.5823 5.5184 0.6342 -0.5273
H 0.8412 6.0166 0.2030 0.3081
H -3.0658 -3.5627 0.6516 0.3143
O -4.8515 1.2239 1.1101 -0.6672
H 1.9759 -0.9382 2.4241 0.4874
H 4.1466 0.9254 -2.3369 0.3251
O -4.7513 -2.0273 0.5568 -0.6673
H -5.0382 0.1544 -2.8677 0.3601
H -3.9320 -1.9690 0.0497 0.3550
O 0.5335 1.1892 1.2693 -0.6486
H -0.3722 0.4330 -0.6941 0.1590
H -0.4456 1.1787 1.3262 0.3335
O 1.6106 -1.4533 0.5469 -0.8694
H -4.0542 1.5309 0.6531 0.3328
H 0.8246 -0.9679 0.3671 0.6688
O -4.7678 -0.9763 -1.4683 -0.8096
H -3.8227 -0.8126 -1.4352 0.4887
H -5.3074 -0.3452 -1.0333 0.3658
O 5.1385 -0.7343 2.5862 -0.7130
H 4.0583 -0.8707 2.8242 0.4631
H 2.3485 -0.8126 0.7427 0.2783
```

Calculated values
largest force on an atom = 9.59 eV Å⁻¹
E_HOMO = -6.57 eV
E_tot = -1375.1661 Eh
energy above the lowest of the compared OMol25 structures with the same formula, charge and spin = 5.7212 eV
charge = -1

---

3.
Formula: H35O18
Source: OMol25
Level of theory: the ωB97M-V functional and the def2-TZVPD basis

```
53
Properties=species:S:1:pos:R:3:mulliken_charge:R:1
O -0.1655 3.5603 0.1776 -0.7724
H 0.3919 3.9869 0.8914 0.4141
H -0.7283 2.3355 -1.9248 0.4212
O -4.2341 1.8740 2.7224 -0.6385
H -3.9454 2.6431 3.2730 0.3119
O 5.1789 -2.5679 2.9488 -0.6536
H 5.3456 -2.7185 1.9469 0.3293
H 4.2661 -2.3721 3.0748 0.3263
O 0.0348 -0.4773 -3.8220 -0.6066
H 0.9757 -0.0546 -3.9909 0.3053
H -0.5076 0.1803 -4.1172 0.2473
O 1.6959 0.9230 4.8745 -0.6448
H 2.0184 0.9800 3.9485 0.3467
H 0.8064 0.9577 4.6769 0.2933
O -1.1913 -5.0285 2.9276 -0.6257
H -2.0666 -5.4435 2.6265 0.3158
H -1.5132 -4.1813 3.2289 0.3107
O -4.6797 -2.8188 -0.5758 -0.6608
H -4.1832 -2.5854 -1.4992 0.3445
H -4.3380 -3.6328 -0.2385 0.2982
O -3.5986 -0.0684 -2.0262 -0.5282
H 0.1181 -1.1669 -1.1497 0.3879
H 0.3559 -0.8059 1.9731 0.2784
O 0.2601 5.4137 -1.8383 -0.6187
H 1.1027 4.9910 -1.8140 0.3034
H -0.0549 5.4129 -0.8401 0.3102
O 2.6602 -2.9505 -1.7925 -0.6701
H 2.8713 -3.4219 -0.8822 0.2814
H 1.7788 -2.7276 -1.4932 0.4363
O 3.9481 0.8524 -3.0909 -0.6685
H 3.8761 1.0915 -2.1389 0.3300
H 3.8431 -0.1345 -3.0946 0.3317
O 0.8535 -3.1673 -4.1702 -0.6571
H 0.1803 -2.5223 -3.9255 0.3230
H 1.7056 -2.9210 -3.6562 0.3286
O 0.1054 -1.5989 1.7236 -0.7435
H -3.6181 1.7121 2.0049 0.3257
H -0.8017 -1.3381 1.4652 0.2814
O -0.4388 1.4383 -2.3258 -0.4641
H -2.8507 0.5871 -1.8137 0.2737
H -0.4026 1.2682 -1.4089 0.0831
O -0.3940 0.6822 0.1205 -0.7891
H -0.0515 2.5155 0.4569 0.1319
H -1.2104 0.2436 0.3499 0.0424
O 0.1788 -2.0222 -0.7992 -0.7758
H -4.1463 0.6318 -1.8485 0.2820
H 0.3784 -1.8192 0.0726 0.5111
O -1.1241 2.8269 2.3178 -0.6006
H -0.6948 3.3241 3.0529 0.2531
H -1.3349 3.4225 1.5238 0.4378
O 1.5419 1.4813 1.3413 -0.8400
H 1.2131 2.1556 1.7801 0.2923
H 0.5893 1.0536 0.7765 0.4683
```

Calculated values
largest force on an atom = 7.38 eV Å⁻¹
E_HOMO = -7.20 eV
E_tot = -1375.2108 Eh
energy above the lowest of the compared OMol25 structures with the same formula, charge and spin = 4.5033 eV
charge = -1

---

4.
Formula: H36O22S
Source: OMol25
Level of theory: the ωB97M-V functional and the def2-TZVPD basis

```
59
Properties=species:S:1:pos:R:3:mulliken_charge:R:1
S -0.1393 0.2518 0.4120 0.3126
O 0.3277 -0.3532 -0.8120 1.6676
O -1.5353 0.1158 0.5400 -1.3804
O 0.4267 -0.4832 1.4880 -0.3876
O 0.2877 1.6468 0.4200 -0.8805
O 2.3847 -1.1292 -1.9850 -0.9270
H 2.8897 -1.4612 -1.2620 0.6652
H 1.5537 -0.8332 -1.5860 0.0368
O 1.9257 -1.5502 3.1200 -0.8189
H 2.3687 -0.8422 3.4770 0.2988
H 1.3637 -1.2712 2.3390 0.4582
O -1.1013 2.1068 -1.9460 -0.7061
H -0.6823 2.1588 -1.0880 0.4137
H -1.5533 1.2388 -2.0300 0.4495
O 3.4627 0.4998 0.7670 -0.5917
H 4.0367 1.0018 1.3820 0.2456
H 3.0537 1.1248 0.2220 0.4003
O 1.5957 -3.7742 -1.6380 -0.6487
H 1.4667 -2.8802 -1.8960 0.2699
H 2.4987 -3.9002 -1.9580 0.3312
O 0.8557 0.6848 -3.5900 -0.6698
H 0.8147 0.0758 -2.8830 0.0581
H 1.5257 0.2558 -4.2210 0.3001
O -2.3173 -1.2512 2.5660 -0.7104
H -2.6463 -1.9812 2.0310 0.3651
H -1.7473 -0.7712 1.9420 0.0473
O -2.7823 -0.0322 -2.6600 -0.7766
H -2.0393 -0.7212 -2.5680 0.3131
H -3.2033 -0.4412 -3.4350 0.2988
O -3.6363 1.5038 -0.1870 -0.7667
H -2.8283 1.1318 0.0670 0.5645
H -3.9203 1.0418 -0.9550 0.3105
O -0.0263 -3.0242 1.0450 -0.7063
H 0.6527 -3.4382 1.5900 0.3725
H 0.0877 -2.0962 1.3160 0.2179
O -3.1693 -1.4922 -0.4200 -0.8196
H -2.5783 -0.8532 -0.0260 0.4281
H -3.2613 -1.1892 -1.3670 0.5121
O -0.0293 4.2818 0.0160 -0.6187
H 0.1337 3.3788 0.2840 0.3717
H 0.8847 4.5868 -0.0850 0.3310
O 2.0507 2.5548 -0.9360 -0.7029
H 2.2097 3.4138 -0.5170 0.2627
H 1.3277 2.0518 -0.4820 0.3267
O -0.8233 -1.8502 -2.5910 -0.8147
H -0.4443 -1.4092 -1.8460 -0.0444
H -0.1623 -1.9332 -3.2380 0.3673
O 1.9087 2.3368 2.3450 -0.6621
H 1.3637 2.1988 1.5100 0.6346
H 2.4767 3.0158 1.9770 0.3045
O -4.5503 0.3348 2.0470 -0.5847
H -5.4803 0.5718 2.2470 0.1986
H -4.1873 0.8468 1.3370 0.3964
O -0.1293 0.7148 3.7820 -0.6907
H 0.4547 1.4368 3.9270 0.2928
H 0.2997 0.1668 3.0580 0.2088
O 3.0767 -2.1622 0.2110 -0.8453
H 2.1517 -2.3432 0.1350 0.3324
H 3.0567 -1.2602 0.6090 0.3885
```

Calculated values
largest force on an atom = 3.97 eV Å⁻¹
E_HOMO = -3.75 eV
E_tot = -2075.1138 Eh
energy above the lowest of the compared OMol25 structures with the same formula, charge and spin = 2.2688 eV
charge = -2

---

5.
Formula: H37O18
Source: OMol25
Level of theory: the ωB97M-V functional and the def2-TZVPD basis

```
55
Properties=species:S:1:pos:R:3:mulliken_charge:R:1
O -3.2709 1.0714 -0.4912 -0.5765
H -0.5941 -0.7458 -1.3669 0.4474
H -3.7222 -4.5992 -1.4517 0.2871
O -3.8139 -3.7977 -1.8995 -0.5366
H -2.6489 -0.1791 -0.6597 0.5881
O -2.8783 -1.3620 -0.7824 -0.5034
H -1.8771 -1.6348 -0.9001 0.5090
H -1.4808 2.7312 -2.7492 0.3747
O 4.3116 -2.2527 3.6378 -0.6116
H 4.4464 -2.7543 2.7814 0.3046
H 4.9335 -1.5685 3.2653 0.3070
O -0.1093 1.5630 -2.3613 -0.5959
H 0.3121 2.1737 -1.7219 0.2872
H 0.3696 1.5118 -3.1598 0.2120
O -0.9069 0.5788 -0.1105 -0.6276
H -1.0575 1.0658 0.7417 0.2363
H -0.3695 1.0359 -0.7390 0.2614
O 2.6652 1.9145 -3.6566 -0.5821
H 0.6594 1.0572 3.2145 0.2410
H 2.4339 3.5449 -1.7041 0.2909
O 0.3882 -4.8211 1.2714 -0.6820
H 0.7396 -5.2396 2.1086 0.3343
H -0.4413 -4.4105 1.6494 0.3378
O 2.7428 0.1919 0.7671 -0.6218
H 3.3108 0.7611 1.3350 0.2874
H -3.4804 1.6532 0.3148 0.3732
O 1.7484 4.2089 -1.7250 -0.5641
H 2.8432 1.4206 -4.4565 0.2861
H 2.0482 4.9594 -2.1920 0.2774
O -2.4836 -0.0951 4.6917 -0.5899
H -2.1842 -0.6660 3.9981 0.2825
H -1.9585 0.0849 5.4277 0.3004
O -0.1012 4.6388 0.8450 -0.5955
H 0.6543 5.2118 0.8916 0.2988
H -0.1099 4.4184 -0.0891 0.2927
O -0.4419 -1.7560 -1.4327 -0.6811
H 2.9785 0.3407 -0.2100 0.2621
H 0.2026 -1.8963 -0.7313 0.3118
O 1.0005 -1.5815 1.6317 -0.6073
H 1.7501 -1.0480 1.3096 0.3592
H 1.1390 -2.5161 1.2923 0.3320
O -1.6818 -5.9093 -1.2549 -0.5900
H -1.2738 -6.2625 -0.4672 0.2929
H -1.0028 -5.4275 -1.7316 0.3107
O -2.3782 3.0438 -2.7817 -0.6342
H -2.9296 1.7693 -1.1199 0.3543
H -2.3630 3.2960 -3.7541 0.3335
O -0.2069 0.7150 3.0320 -0.5768
H -3.6720 -1.8717 -0.7283 0.3097
H -0.0681 -0.2356 2.8583 0.3122
O 3.3325 2.6794 2.3166 -0.6521
H 3.9233 3.3310 1.7968 0.3209
H 2.4749 3.2097 2.3429 0.3292
H 2.0751 2.4245 -4.2674 0.3072
H -3.9773 -3.9759 -2.8256 0.2755
```

Calculated values
largest force on an atom = 5.54 eV Å⁻¹
E_HOMO = -12.78 eV
E_tot = -1376.1706 Eh
energy above the lowest of the compared OMol25 structures with the same formula, charge and spin = 5.9212 eV
charge = +1